(1)
Below is C25H34Cl3CrN5Si as an isolated structure, with properties calculated with ωB97M-V/def2-TZVPD.

Values from the calculation:
Orbital gap (spin up / spin down) (Ha): 0.296 / 0.280
Largest force on an atom (eV/Å): 0.89
Spin multiplicity: 4
HOMO level (spin up / spin down) (eV): -11.19 / -10.92
Charge: +1

The geometry in XYZ format:
```
69
Properties=species:S:1:pos:R:3:forces:R:3:mulliken_spin:R:1
Cr 0.065 0.204 -0.649 -0.5 -0.7 -0.2 3.473
C -2.785 -0.949 1.902 0.0 0.0 0.0 -0.005
C -1.450 -0.707 2.587 0.0 0.1 0.0 0.023
N -0.304 -1.082 1.749 0.0 -0.1 0.0 0.000
C -0.064 -2.526 1.719 0.0 0.0 0.0 0.014
C 0.786 -2.891 0.524 0.1 0.0 0.0 -0.004
N 0.113 -2.450 -0.703 0.0 0.0 0.0 0.030
C 0.666 -3.118 -1.888 0.0 0.0 0.0 0.024
C -0.183 -2.861 -3.117 0.0 0.0 0.0 0.003
C -0.136 -1.443 -3.657 0.0 0.0 0.0 0.022
N -0.717 -0.413 -2.759 0.1 0.1 0.1 -0.049
C -2.193 -0.464 -2.817 0.0 0.0 0.0 0.024
C -2.809 0.302 -1.673 -0.1 0.0 0.0 0.015
N -2.214 -0.190 -0.416 0.1 0.2 0.1 -0.042
C -3.121 -0.024 0.745 0.1 0.0 0.0 0.042
H -3.570 -0.824 2.651 0.0 0.0 0.0 0.000
H -2.864 -1.990 1.567 0.0 0.0 0.0 -0.002
H -1.437 -1.244 3.544 0.0 0.0 0.0 0.001
H -1.360 0.356 2.819 0.0 0.0 0.0 -0.005
H 0.522 -0.649 2.147 0.0 0.0 0.0 0.004
H -1.023 -3.044 1.639 0.0 0.0 0.0 -0.001
H 0.405 -2.886 2.641 0.0 0.0 0.0 0.001
H 0.956 -3.973 0.518 0.0 0.0 0.0 0.004
H 1.764 -2.404 0.576 0.0 0.0 0.0 -0.005
H -0.854 -2.766 -0.632 0.0 0.0 0.0 0.001
H 0.739 -4.199 -1.719 0.0 0.0 0.0 0.001
H 1.680 -2.756 -2.040 0.1 0.0 0.0 -0.009
H -1.216 -3.168 -2.917 0.0 0.0 0.0 -0.002
H 0.165 -3.520 -3.915 0.0 0.0 0.0 0.000
H -0.669 -1.408 -4.612 0.0 0.0 0.0 0.001
H 0.892 -1.158 -3.866 0.1 0.0 0.0 -0.005
H -0.447 0.469 -3.188 -0.1 0.0 -0.1 0.004
H -2.501 -1.510 -2.747 0.0 0.0 0.0 -0.003
H -2.558 -0.085 -3.774 0.0 0.0 0.0 0.000
H -3.894 0.156 -1.683 0.0 0.0 0.0 0.009
H -2.620 1.372 -1.772 0.0 0.0 0.0 -0.017
H -2.092 -1.195 -0.524 0.0 0.0 0.0 0.003
H -4.144 -0.241 0.421 0.0 0.0 0.0 -0.001
H -3.106 1.012 1.073 0.1 0.1 0.0 -0.002
C 4.235 -0.902 -1.441 0.0 0.0 0.0 -0.015
C 4.775 -0.656 -0.184 0.0 0.0 0.0 0.026
C 4.001 -0.039 0.780 0.0 0.0 0.0 -0.007
C 2.677 0.295 0.497 -0.1 0.0 0.1 -0.038
C 2.080 -0.027 -0.736 0.2 0.2 -0.1 -0.214
C 2.909 -0.587 -1.708 0.0 -0.1 0.2 0.028
C 1.868 1.143 1.389 0.1 0.0 -0.1 -0.003
C 2.365 1.715 2.582 0.1 0.0 0.0 -0.006
C 1.604 2.604 3.270 0.0 0.1 0.0 0.009
C 0.344 2.996 2.760 0.0 0.0 0.1 -0.012
C -0.450 3.990 3.376 0.0 0.0 0.0 0.001
C -1.625 4.389 2.808 0.0 0.0 -0.1 0.000
C -2.039 3.819 1.586 0.0 0.0 0.1 0.009
C -1.297 2.841 0.984 0.0 -0.1 0.0 0.023
C -0.100 2.389 1.571 0.0 -0.1 0.0 0.042
N 0.645 1.411 0.951 -0.1 0.3 0.1 -0.115
H 4.855 -1.330 -2.219 0.0 0.0 0.0 -0.001
H 5.806 -0.907 0.025 0.0 0.0 0.0 0.001
H 4.446 0.201 1.738 0.0 0.0 0.0 0.000
H 2.536 -0.768 -2.704 0.0 0.0 -0.1 0.007
H 3.356 1.458 2.924 0.0 0.0 0.0 0.000
H 1.970 3.056 4.184 0.0 0.0 0.0 0.000
H -0.098 4.442 4.295 0.0 0.0 0.0 0.000
H -2.223 5.161 3.273 0.0 0.0 0.0 0.000
H -2.945 4.171 1.110 0.0 0.0 0.0 0.000
H -1.592 2.438 0.025 -0.1 0.0 0.1 -0.013
Cl 1.544 1.798 -3.726 0.0 0.0 0.0 -0.012
Si 0.733 2.221 -1.844 0.2 0.0 0.0 -0.230
Cl 2.086 3.497 -0.963 0.0 0.1 0.0 -0.011
Cl -0.890 3.446 -2.355 -0.1 0.0 -0.1 -0.019
```
Positions in Å, forces in eV/Å.

(2)
Below is C25H34F4GeN5NiS as an isolated structure, with properties calculated with ωB97M-V/def2-TZVPD.

Values from the calculation:
Orbital gap (spin up / spin down) (Ha): 0.214 / 0.214
Largest force on an atom (eV/Å): 0.86
HOMO level (spin up / spin down) (eV): -3.35 / -3.36
Charge: -1

The geometry in XYZ format:
```
71
Properties=species:S:1:pos:R:3:forces:R:3:mulliken_charge:R:1
Ni 0.298 -0.537 -0.061 0.0 -0.7 0.5 -1.156
C -2.421 2.709 0.722 0.0 0.0 0.0 -1.492
C -1.360 2.220 1.694 0.0 0.0 0.0 -0.263
N -1.293 0.777 1.879 0.0 0.0 0.1 1.330
C -2.562 0.149 2.231 0.1 0.0 0.0 -0.973
C -3.438 -0.209 1.030 0.0 0.0 0.0 -1.026
C -0.261 0.455 2.859 0.0 0.0 -0.1 -2.117
C 1.159 0.815 2.450 0.1 0.1 0.0 -0.594
N 1.600 0.170 1.220 0.0 0.2 0.1 1.022
C 2.924 0.132 0.993 -0.1 0.0 0.0 0.515
C 3.468 -0.696 -0.033 0.1 0.0 0.0 -0.380
F 2.640 -1.453 -0.783 0.0 0.0 0.0 -0.418
C 4.810 -0.795 -0.303 0.0 -0.1 0.0 0.537
F 5.199 -1.631 -1.291 0.0 0.0 0.0 -0.359
C 5.775 -0.091 0.397 0.0 0.0 0.0 -0.698
C 5.287 0.738 1.382 0.0 0.0 0.0 0.153
F 6.155 1.496 2.092 0.0 0.0 0.0 -0.353
C 3.944 0.865 1.670 0.0 0.0 0.0 0.269
F 3.635 1.810 2.599 0.0 0.0 0.0 -0.412
H -2.262 3.772 0.526 0.0 0.0 0.0 0.425
H -2.364 2.176 -0.226 0.0 0.0 0.0 0.272
H -3.429 2.599 1.123 0.0 0.0 0.0 0.354
H -0.384 2.541 1.328 0.0 0.0 0.0 -0.147
H -1.517 2.716 2.673 0.0 0.0 0.0 0.386
H -2.313 -0.778 2.751 0.0 0.0 0.0 0.571
H -3.124 0.770 2.954 0.0 0.0 0.0 0.321
H -2.802 -0.489 0.190 0.0 0.0 0.0 0.048
H -4.084 -1.057 1.271 0.0 0.0 0.0 0.389
H -4.078 0.609 0.705 0.0 0.0 0.0 0.379
H -0.464 0.981 3.813 0.0 0.0 0.0 0.374
H -0.305 -0.616 3.054 0.0 0.0 0.0 0.499
H 1.256 1.906 2.409 0.0 0.0 0.0 0.442
H 1.787 0.497 3.291 0.0 0.0 0.0 0.521
H 6.827 -0.178 0.178 0.0 0.0 0.0 0.495
C -1.752 -4.587 2.678 0.0 0.0 0.0 -0.946
N -2.111 -4.084 1.371 0.0 0.0 0.0 0.164
C -3.310 -4.327 0.728 0.0 0.0 0.0 -0.652
C -3.288 -3.631 -0.419 0.0 0.0 0.0 -0.479
N -2.075 -2.964 -0.489 -0.1 0.1 0.0 0.418
C -1.352 -3.221 0.639 0.0 0.0 0.0 0.426
S 0.149 -2.651 1.164 0.0 0.3 0.0 -0.772
C -1.716 -2.105 -1.602 0.2 -0.2 0.1 1.029
C -2.520 -2.088 -2.715 0.0 0.0 -0.1 -1.304
C -2.226 -1.048 -3.681 0.0 -0.1 0.0 -0.492
C -1.162 -0.245 -3.561 0.0 0.1 0.0 -1.277
C -0.176 -0.419 -2.435 -0.1 0.1 -0.2 0.152
N -0.630 -1.393 -1.423 -0.3 0.2 -0.3 0.321
H -2.211 -5.566 2.814 0.0 0.0 0.0 0.350
H -2.092 -3.910 3.464 0.0 0.0 0.0 0.305
H -0.671 -4.672 2.739 0.0 0.0 0.0 0.362
H -4.064 -4.969 1.147 0.0 0.0 0.0 0.473
H -4.029 -3.534 -1.186 0.0 0.0 0.0 0.334
H -3.320 -2.787 -2.885 0.0 0.0 0.0 0.361
H -2.916 -0.908 -4.507 0.0 0.0 0.0 0.352
H -0.986 0.564 -4.263 0.0 0.0 0.0 0.209
H 0.791 -0.761 -2.833 0.0 0.0 0.0 0.379
C 2.020 3.201 -0.473 -0.1 0.0 0.0 -0.961
Ge 1.374 2.106 -1.972 0.0 -0.1 -0.1 0.513
C 0.565 3.418 -3.212 0.0 0.0 -0.1 -1.416
C 2.924 1.338 -2.901 0.0 0.0 0.0 -1.104
C 0.070 0.765 -1.489 0.2 0.1 0.0 0.318
H 2.877 3.802 -0.784 0.0 0.0 0.0 0.453
H 2.313 2.574 0.366 0.0 0.0 0.0 0.089
H 1.233 3.881 -0.138 0.0 0.0 0.0 0.353
H 1.277 4.206 -3.471 0.0 0.0 0.0 0.407
H -0.304 3.882 -2.741 0.0 0.0 0.0 0.363
H 0.231 2.936 -4.132 0.0 0.0 0.0 0.360
H 3.584 2.137 -3.247 0.0 0.0 0.0 0.437
H 2.609 0.751 -3.766 0.0 0.0 0.0 0.373
H 3.494 0.685 -2.238 0.0 0.0 0.0 0.151
H -0.900 1.252 -1.333 0.1 0.0 0.1 0.035
```
Positions in Å, forces in eV/Å.